A molecular structure, C24H35BCoN7. Source: the Open Molecules 2025 dataset; level of theory: the ωB97M-V functional and the def2-TZVPD basis.

ORCA input file:
```
! wB97M-V def2-TZVPD RIJCOSX def2/J DEFGRID3
* xyz 1 2
Co 0.03 -0.64 -0.02
C -0.60 2.39 3.18
C -0.24 0.92 3.40
C -1.39 -0.01 3.03
C 1.06 0.54 2.73
C 2.35 0.76 3.23
C 3.19 0.15 2.33
N 2.45 -0.39 1.35
N 1.14 -0.14 1.58
B 2.88 -1.32 0.19
N 1.99 -2.58 0.29
C 2.26 -3.88 0.45
C 1.07 -4.58 0.49
C 0.07 -3.62 0.32
N 0.65 -2.42 0.21
C -1.42 -3.76 0.30
C -1.93 -4.33 1.62
C -2.10 -2.43 -0.02
N 2.57 -0.66 -1.18
C 3.40 -0.35 -2.18
C 2.66 0.07 -3.25
C 1.32 -0.02 -2.84
N 1.29 -0.46 -1.57
C 0.11 0.25 -3.69
C -1.10 -0.57 -3.28
C -0.22 1.74 -3.77
H -1.50 2.64 3.75
H -0.80 2.58 2.13
H 0.21 3.05 3.50
H -0.04 0.79 4.47
H -1.73 0.18 2.01
H -2.24 0.17 3.69
H -1.11 -1.06 3.13
H 2.62 1.26 4.14
H 4.26 0.03 2.33
H 4.04 -1.59 0.27
H 3.28 -4.22 0.53
H 0.94 -5.65 0.60
H -1.67 -4.47 -0.50
H -1.69 -3.66 2.45
H -1.47 -5.30 1.84
H -3.01 -4.47 1.60
H -1.91 -1.70 0.78
H -3.18 -2.55 -0.06
H -1.78 -2.04 -0.99
H 4.47 -0.47 -2.06
H 3.01 0.37 -4.22
H 0.40 -0.07 -4.69
H -1.45 -0.28 -2.28
H -0.88 -1.64 -3.27
H -1.93 -0.39 -3.96
H -0.69 2.09 -2.84
H -0.93 1.93 -4.58
H 0.67 2.34 -3.95
C -1.79 5.31 -0.69
C -1.37 3.88 -0.53
C -0.04 3.51 -0.45
C 0.30 2.18 -0.30
N -0.62 1.21 -0.24
C -1.91 1.55 -0.32
C -2.32 2.86 -0.47
H -0.93 5.98 -0.73
H -2.43 5.62 0.14
H -2.36 5.44 -1.61
H 0.75 4.25 -0.49
H 1.34 1.87 -0.23
H -2.63 0.75 -0.27
H -3.38 3.08 -0.53
*
```

* HOMO energy (alpha / beta): -11.64 / -11.65 eV
* expectation value of S²: 0.7680
* max |F|: 0.08 eV/A
* energy: -2726.39217 a.u.
* orbital gap (alpha / beta): 8.985 / 9.097 eV



6 unconnected molecules or ions with the total composition C24H35BNO16P at a distorted geometry. Source: the Open Molecules 2025 dataset; level of theory: the ωB97M-V functional and the def2-TZVPD basis.

ORCA input file:
```
! wB97M-V def2-TZVPD RIJCOSX def2/J DEFGRID3
* xyz 0 1
N -3.36 3.18 3.51
P -4.10 3.51 1.91
O -3.61 2.21 0.91
C -5.97 3.46 2.28
C -6.76 2.34 2.69
B -6.21 0.81 2.95
O -6.43 0.13 4.21
O -5.44 0.07 1.97
C -8.29 2.79 2.91
O -9.28 2.10 3.17
O -8.25 4.24 2.79
C -7.01 4.68 2.24
O -6.67 5.80 1.83
H -3.62 3.99 4.09
H -2.34 3.11 3.40
H -2.63 2.08 1.11
H -5.72 -0.55 4.27
H -5.96 0.13 1.14
O -1.66 0.87 0.16
C -1.80 0.05 -0.70
C -3.10 -0.56 -1.13
C -2.65 -1.76 -1.93
C -1.31 -1.30 -2.47
O -0.78 -0.43 -1.47
H -3.65 0.16 -1.75
H -3.70 -0.85 -0.27
H -3.34 -2.06 -2.72
H -2.50 -2.61 -1.27
H -1.41 -0.74 -3.41
H -0.63 -2.14 -2.63
O 0.62 -0.97 -5.81
C 1.30 -0.24 -5.13
C 1.08 1.23 -4.93
C 2.41 1.68 -4.35
C 2.89 0.43 -3.64
O 2.38 -0.66 -4.41
H 0.26 1.37 -4.21
H 0.86 1.73 -5.87
H 2.34 2.55 -3.70
H 3.10 1.93 -5.17
H 2.50 0.36 -2.62
H 3.98 0.38 -3.61
O -2.29 4.48 5.77
C -2.39 3.79 6.76
C -2.15 2.31 6.82
C -2.78 1.94 8.15
C -2.62 3.21 8.95
O -2.69 4.28 7.99
H -1.07 2.12 6.82
H -2.63 1.80 5.99
H -2.33 1.07 8.63
H -3.85 1.73 8.00
H -1.65 3.27 9.45
H -3.41 3.33 9.69
O 4.89 -0.48 -2.21
C 4.80 -1.16 -1.22
C 5.03 -2.64 -1.14
C 4.40 -3.00 0.18
C 4.56 -1.72 0.98
O 4.49 -0.67 0.01
H 6.11 -2.83 -1.14
H 4.55 -3.16 -1.97
H 4.84 -3.87 0.66
H 3.33 -3.21 0.03
H 5.53 -1.67 1.48
H 3.77 -1.60 1.72
O 7.55 -6.46 -4.75
C 7.07 -5.37 -4.93
C 6.47 -4.87 -6.22
C 6.39 -3.38 -5.97
C 6.22 -3.30 -4.47
O 6.94 -4.43 -3.95
H 5.48 -5.32 -6.35
H 7.12 -5.11 -7.06
H 5.59 -2.89 -6.52
H 7.34 -2.91 -6.26
H 5.18 -3.39 -4.17
H 6.64 -2.38 -4.06
*
```

* HOMO energy: -7.91 eV
* max |F|: 5.52 eV/A
* energy: -2560.42821 a.u.
* orbital gap: 6.624 eV
* SMILES: NP(O)C1=C(B(O)O)C(=O)OC1=O.O=C1CCCO1.O=C1CCCO1.O=C1CCCO1.O=C1CCCO1.O=C1CCCO1



A molecular structure, C24H35FMoN5O3 at a distorted geometry. Source: the Open Molecules 2025 dataset; level of theory: the ωB97M-V functional and the def2-TZVPD basis.

ORCA input file:
```
! wB97M-V def2-TZVPD RIJCOSX def2/J DEFGRID3
* xyz 3 3
Mo 0.07 -1.43 -0.78
C -0.33 -3.67 2.23
C 1.03 -3.68 1.52
N 1.46 -2.48 0.70
C 2.69 -2.86 -0.12
C 2.94 -1.95 -1.35
N 1.80 -1.53 -2.21
C 1.56 -2.33 -3.43
C 1.22 -3.80 -3.23
C -0.21 -4.07 -2.79
N -0.89 -3.06 -1.96
C -1.88 -3.69 -1.10
C -2.60 -2.78 -0.09
N -1.61 -1.97 0.72
C -1.18 -2.38 2.10
H -0.11 -3.89 3.29
H -0.86 -4.58 1.86
H 1.06 -4.58 0.85
H 1.91 -3.80 2.20
H 1.78 -1.77 1.41
H 2.48 -3.91 -0.34
H 3.57 -2.87 0.50
H 3.70 -2.55 -1.94
H 3.46 -1.03 -0.99
H 2.03 -0.62 -2.60
H 2.43 -2.20 -4.16
H 0.73 -1.88 -3.97
H 1.97 -4.28 -2.55
H 1.46 -4.28 -4.21
H -0.19 -5.05 -2.27
H -0.88 -4.24 -3.64
H -1.44 -2.50 -2.62
H -1.28 -4.49 -0.54
H -2.62 -4.21 -1.76
H -3.14 -3.46 0.62
H -3.29 -2.05 -0.57
H -2.02 -1.09 0.98
H -2.02 -2.32 2.87
H -0.57 -1.49 2.38
C -2.99 5.25 -0.13
C -1.50 5.25 0.32
C -1.37 5.94 1.73
C 0.06 6.04 2.16
C 0.72 4.71 2.05
C 1.89 4.46 2.77
C 2.43 3.17 2.81
F 3.65 2.94 3.39
C 1.84 2.16 2.01
C 0.81 2.41 1.13
C 0.40 1.39 0.24
O 1.00 0.25 0.30
C -0.66 1.72 -0.66
C -1.31 2.96 -0.53
N -0.99 3.91 0.39
C 0.21 3.70 1.15
C -1.49 0.83 -1.66
O -2.52 1.32 -2.11
O -1.16 -0.37 -2.09
H -3.30 6.27 0.06
H -3.61 4.55 0.39
H -3.15 5.13 -1.21
H -0.82 5.78 -0.38
H -1.98 5.38 2.44
H -1.74 6.94 1.54
H 0.16 6.39 3.19
H 0.61 6.78 1.58
H 2.35 5.29 3.34
H 2.24 1.15 2.09
H -2.02 3.14 -1.32
*
```

* HOMO energy (alpha / beta): -16.42 / -16.90 eV
* expectation value of S²: 2.3195
* max |F|: 4.27 eV/A
* energy: -1602.14207 a.u.
* orbital gap (alpha / beta): 3.316 / 6.266 eV